This record from OMol25 describes a 12-piece molecular cluster, C48H87N3O18S9 overall at a distorted geometry. The level of theory is ωB97M-V/def2-TZVPD.

Element x y z (Å)
C1 -5.97331 -3.80730 -9.25309
C2 -5.61825 -2.70835 -8.19217
C3 -6.69520 -2.81043 -7.02515
S1 -8.23298 -3.68435 -7.72905
O1 -9.27119 -2.65410 -7.90442
O2 -8.47840 -4.98886 -7.05766
C4 -7.52532 -3.95656 -9.38326
H1 -5.46752 -4.73403 -8.98209
H2 -5.44530 -3.55505 -10.17270
H3 -5.81530 -1.89576 -8.89143
H4 -4.59821 -2.77380 -7.81356
H5 -7.03406 -1.86990 -6.59079
H6 -6.51744 -3.56495 -6.25885
H7 -7.77498 -3.06659 -9.96095
H8 -7.88454 -4.82450 -9.93620
C5 4.45569 8.56633 0.95797
C6 5.55736 8.47029 -0.12428
C7 4.85259 8.23429 -1.46845
S2 3.33177 9.17585 -1.49372
O3 2.23276 8.18976 -1.56991
O4 3.39719 10.44531 -2.25553
C8 3.51271 9.61993 0.37485
H9 4.90415 8.92268 1.88534
H10 4.18841 7.51198 1.02863
H11 6.28909 7.73003 0.19928
H12 6.19285 9.35370 -0.18614
H13 4.86321 7.15621 -1.62883
H14 5.48814 8.61223 -2.26928
H15 2.55783 9.67880 0.89719
H16 4.04728 10.56689 0.29999
C9 8.46961 5.93303 8.01100
C10 8.49446 4.66592 8.84783
C11 8.57028 3.51600 7.80501
S3 9.78202 4.07638 6.47761
O5 9.22349 3.97979 5.11855
O6 11.11804 3.57601 6.85641
C12 9.78015 5.84883 7.03673
H17 8.42814 6.74187 8.74048
H18 7.49988 5.99866 7.51762
H19 7.71722 4.37817 9.55579
H20 9.42981 4.57082 9.39935
H21 7.58838 3.52266 7.33180
H22 8.71466 2.45786 8.02314
H23 9.79638 6.52702 6.18356
H24 10.72091 5.92543 7.58188
C13 -6.06409 0.14019 9.69875
C14 -4.58479 -0.33785 9.88152
C15 -4.31315 -1.58656 9.02734
S4 -5.80132 -2.24342 8.18864
O7 -6.37310 -3.28106 9.05480
O8 -5.66776 -2.48042 6.76380
C16 -6.57571 -0.54548 8.38451
H25 -6.22505 1.21820 9.68883
H26 -6.69002 -0.21892 10.51566
H27 -4.38745 -0.54459 10.93338
H28 -3.75096 0.31899 9.63376
H29 -3.70404 -2.31476 9.56289
H30 -3.65465 -1.44951 8.16961
H31 -7.66296 -0.54851 8.30721
H32 -6.18467 0.10742 7.60417
C17 -1.17518 -0.02304 -0.15233
C18 -0.48668 1.12289 -0.68121
C19 -0.03710 2.03303 0.48042
S5 -0.08117 0.98436 2.05564
O9 -1.25093 1.46058 2.79434
O10 1.24958 0.96993 2.73479
C20 -0.48753 -0.49901 1.16146
H33 -1.44363 -0.85067 -0.80888
H34 -2.17773 0.37914 -0.00658
H35 -1.07567 1.57823 -1.47736
H36 0.31115 0.79093 -1.34557
H37 -0.87087 2.73322 0.53201
H38 0.91312 2.55870 0.57452
H39 -0.96021 -1.29543 1.73626
H40 0.48227 -0.92386 0.90245
C21 -1.90893 3.98507 -10.81801
C22 -0.91648 3.28517 -11.78355
C23 0.42988 3.30700 -11.15090
S6 0.50709 4.43233 -9.62456
O11 0.76588 5.76744 -10.08013
O12 1.26771 3.80377 -8.51570
C24 -1.33013 4.14762 -9.42293
H41 -2.80684 3.36749 -10.83977
H42 -2.20252 4.98677 -11.13183
H43 -0.71658 3.73873 -12.75432
H44 -1.35882 2.30242 -11.94690
H45 1.37734 3.62471 -11.58617
H46 0.64703 2.38909 -10.60466
H47 -1.70807 4.89260 -8.72274
H48 -1.34685 3.13057 -9.03127
C25 7.15357 -7.41505 5.21956
C26 7.48262 -5.97939 5.26609
C27 6.21265 -5.25833 4.79259
S7 4.72101 -6.31561 5.38509
O13 4.10400 -6.91398 4.19630
O14 4.02737 -5.68611 6.50540
C28 5.82542 -7.59737 5.95895
H49 7.93330 -8.01254 5.69192
H50 7.15383 -7.77935 4.19224
H51 8.21582 -5.65103 4.52941
H52 7.82922 -5.55617 6.20888
H53 6.16890 -5.52946 3.73776
H54 5.94343 -4.20486 4.86886
H55 5.15617 -8.45223 5.86194
H56 5.92979 -7.39316 7.02455
C29 -4.02700 -8.41733 -0.64790
C30 -3.46787 -8.07882 -2.05456
C31 -4.21564 -9.04864 -2.98503
S8 -4.21509 -10.61102 -2.03723
O15 -3.17854 -11.46288 -2.45857
O16 -5.57603 -11.11673 -2.08163
C32 -3.81234 -9.88099 -0.39536
H57 -5.03546 -8.00475 -0.61809
H58 -3.51413 -7.87277 0.14489
H59 -2.38214 -8.17513 -2.05620
H60 -3.70393 -7.05364 -2.33982
H61 -3.93471 -9.28342 -4.01170
H62 -5.28126 -8.81999 -2.96832
H63 -2.76791 -10.09103 -0.16482
H64 -4.61180 -10.30811 0.21006
C33 -10.91450 -2.52479 -0.16241
C34 -12.18467 -2.34312 -0.97133
C35 -12.44945 -0.72413 -0.98043
S9 -10.91163 0.09152 -0.27969
O17 -11.22281 1.17309 0.64700
O18 -9.77293 0.33915 -1.21298
C36 -10.50574 -1.33463 0.70922
H65 -10.03505 -2.51844 -0.80634
H66 -10.94857 -3.45684 0.40170
H67 -13.07772 -2.83937 -0.59148
H68 -12.08150 -2.66969 -2.00613
H69 -13.12768 -0.51986 -0.15195
H70 -12.77225 -0.19040 -1.87431
H71 -11.02868 -1.40527 1.66297
H72 -9.44606 -1.24010 0.94637
N1 4.45589 -4.37874 -7.06561
C37 4.25800 -4.62700 -5.78006
C38 3.34395 -3.65046 -5.40916
C39 3.04718 -2.87415 -6.46448
C40 3.61496 -3.41167 -7.55578
H73 5.08626 -4.87859 -7.67625
H74 4.54981 -5.49867 -5.21311
H75 2.85036 -3.47548 -4.46463
H76 2.40966 -2.00539 -6.53672
H77 3.58053 -3.10052 -8.58942
N2 8.05857 1.35396 -4.12902
C41 9.11359 1.44688 -3.28150
C42 10.22855 1.46413 -4.03159
C43 9.88470 1.37600 -5.37321
C44 8.55478 1.18386 -5.35482
H78 7.09997 1.44584 -3.82450
H79 9.04518 1.54407 -2.20806
H80 11.21994 1.63581 -3.63909
H81 10.50545 1.55891 -6.23786
H82 7.93244 0.89336 -6.18830
N3 0.01644 6.34454 8.70288
C45 0.43432 6.82689 9.90612
C46 1.26357 7.87554 9.73873
C47 1.27942 8.12024 8.37686
C48 0.60306 7.08670 7.71623
H83 -0.65298 5.59519 8.60053
H84 -0.03106 6.39792 10.78122
H85 1.62910 8.51547 10.52821
H86 1.72079 8.93415 7.82085
H87 0.40109 6.96284 6.66254

The value obtained for the total energy is -190016.2860 eV. The value obtained for the HOMO energy is -0.301 Eh. As for the spin multiplicity: 1. The structure (SMILES) is O=S1(=O)CCCC1.O=S1(=O)CCCC1.O=S1(=O)CCCC1.O=S1(=O)CCCC1.O=S1(=O)CCCC1.O=S1(=O)CCCC1.O=S1(=O)CCCC1.O=S1(=O)CCCC1.O=S1(=O)CCCC1.c1cc[nH]c1.c1cc[nH]c1.c1cc[nH]c1. For the orbital gap, the calculation gives 8.32 eV. Its LUMO energy is 0.1401 eV. The value obtained for the largest force on an atom is 4.2 eV/A.

This record from OMol25 describes a 2-piece molecular cluster, C4H9NO overall. The level of theory is ωB97M-V/def2-TZVPD.

Element x y z (Å)
C1 -2.69854 0.73898 0.17723
C2 -1.31049 0.17600 0.07948
N1 -0.24282 0.82661 -0.14331
C3 1.49537 -1.25289 -0.40270
O1 0.97519 -2.03268 0.36415
C4 2.64313 -0.34770 -0.04968
H1 -3.38836 0.17110 -0.45623
H2 -2.71997 1.79100 -0.12624
H3 -3.06592 0.66264 1.20698
H4 -1.19887 -0.90543 0.21680
H5 1.16306 -1.20177 -1.46031
H6 -0.44416 1.82495 -0.24866
H7 2.51382 0.62127 -0.53802
H8 3.57888 -0.79503 -0.40810
H9 2.69696 -0.22004 1.03338

The value obtained for the total energy is -7830.6416 eV. The value obtained for the HOMO energy is -0.346 Eh. As for the spin multiplicity: 1. The structure (SMILES) is [H]/N=C\C.CC=O. For the orbital gap, the calculation gives 10.49 eV. Its LUMO energy is 1.0745 eV. The value obtained for the energy relative to the best compared isomer or geometry (same formula, charge and spin) is 38.7 kcal per mole. The value obtained for the largest force on an atom is 0.5 eV/A.